No. 1
Molecular formula: C39H66B2ClN3O21P
Method: DFT, the ωB97M-V functional and the def2-TZVPD basis

Geometry as XYZ:
```
133
Properties=species:S:1:pos:R:3:lowdin_charge:R:1
C 4.997 -2.914 3.005 -0.05
C 3.710 -2.740 2.231 -0.22
O 3.785 -3.527 1.024 0.10
B 2.973 -3.281 -0.024 -0.60
O 3.234 -3.776 -1.264 0.20
C 1.645 -2.410 0.133 -0.07
C 1.519 -1.140 -0.463 0.08
C 0.406 -0.394 -0.282 -0.13
C 0.255 0.963 -0.902 -0.16
C -0.417 0.866 -2.276 -0.69
C 0.422 0.161 -3.346 -0.09
Cl -0.910 2.501 -2.815 0.64
C -0.581 -0.957 0.542 -0.02
B -1.879 -0.101 0.977 -0.63
O -1.988 0.188 2.300 0.16
N -2.813 0.382 -0.025 -0.10
C -3.015 1.837 0.172 -0.07
C -4.111 -0.308 0.108 -0.07
N -0.417 -2.179 1.035 -0.15
P -1.741 -2.958 2.015 1.09
C -0.846 -3.207 3.572 -0.39
C -1.843 -3.738 4.626 -0.12
C -1.809 -4.592 1.181 -0.38
C -0.871 -5.710 1.657 -0.14
N 0.676 -2.927 0.856 0.17
H 4.988 -2.261 3.879 0.07
H 5.850 -2.649 2.381 0.09
H 5.114 -3.948 3.326 0.09
H 3.567 -1.686 1.982 0.11
H 2.858 -3.087 2.820 0.12
H 4.173 -3.958 -1.394 0.12
H 2.337 -0.761 -1.064 0.14
H -0.306 1.633 -0.250 0.10
H 1.249 1.403 -1.019 0.14
H -1.355 0.329 -2.134 0.09
H 1.357 -0.246 -2.962 0.07
H -0.136 -0.681 -3.752 0.08
H 0.629 0.833 -4.171 0.04
H -1.112 0.227 2.720 0.08
H -3.154 2.325 -0.793 0.07
H -2.162 2.306 0.667 0.08
H -3.891 2.041 0.795 0.09
H -4.561 -0.159 1.096 0.09
H -4.800 0.086 -0.641 0.09
H -4.003 -1.377 -0.081 0.08
H 0.027 -3.847 3.462 0.06
H -0.482 -2.220 3.874 0.06
H -2.833 -3.935 4.205 0.06
H -1.971 -3.007 5.422 0.07
H -1.484 -4.660 5.076 0.08
H -2.849 -4.909 1.274 0.07
H -1.620 -4.399 0.122 0.07
H -0.660 -6.382 0.823 0.07
H 0.092 -5.340 1.999 0.04
H -1.333 -6.322 2.431 0.08
C -2.625 1.673 -7.303 -0.02
C -1.336 0.963 -7.626 -0.32
C -1.464 -0.215 -8.573 -0.07
O -0.397 -1.072 -8.140 0.08
C -0.140 -0.802 -6.850 -0.57
O 0.568 -1.454 -6.146 0.14
O -0.792 0.315 -6.452 0.05
H -3.143 1.947 -8.222 0.10
H -3.271 1.028 -6.707 0.10
H -2.439 2.581 -6.730 0.09
H -0.583 1.669 -7.987 0.15
H -1.326 0.044 -9.619 0.14
H -2.410 -0.746 -8.446 0.14
C -2.638 2.454 7.226 0.00
C -1.526 1.746 6.501 -0.31
C -1.984 0.743 5.465 -0.09
O -0.921 -0.221 5.463 0.02
C -0.314 -0.170 6.680 -0.57
O 0.490 -0.962 7.051 0.16
O -0.755 0.893 7.380 0.10
H -3.339 2.887 6.514 0.07
H -3.175 1.756 7.868 0.10
H -2.254 3.255 7.855 0.09
H -0.827 2.463 6.059 0.15
H -2.097 1.163 4.471 0.12
H -2.913 0.248 5.758 0.15
C 4.778 0.991 5.186 -0.01
C 3.973 1.563 4.049 -0.30
C 3.182 2.815 4.375 -0.07
O 2.045 2.696 3.498 0.08
C 1.866 1.395 3.234 -0.55
O 0.896 0.942 2.695 0.15
O 2.906 0.662 3.654 0.09
H 5.408 1.766 5.623 0.10
H 4.117 0.592 5.955 0.10
H 5.422 0.183 4.843 0.08
H 4.599 1.724 3.167 0.16
H 3.713 3.739 4.167 0.14
H 2.823 2.819 5.406 0.14
C 2.641 1.441 -6.106 -0.02
C 3.105 2.858 -5.891 -0.32
C 2.549 3.881 -6.864 -0.10
O 3.600 4.847 -6.928 0.07
C 4.766 4.226 -6.616 -0.56
O 5.843 4.699 -6.748 0.18
O 4.516 2.984 -6.129 0.08
H 1.553 1.394 -6.156 0.06
H 3.060 1.035 -7.027 0.10
H 2.970 0.797 -5.291 0.09
H 2.917 3.174 -4.860 0.16
H 1.632 4.355 -6.525 0.14
H 2.399 3.456 -7.860 0.14
C -2.435 7.019 3.156 -0.02
C -3.178 6.993 4.467 -0.32
C -2.314 6.798 5.699 -0.09
O -3.198 6.107 6.589 0.06
C -4.122 5.456 5.845 -0.57
O -4.888 4.655 6.272 0.16
O -4.042 5.842 4.552 0.08
H -1.621 7.744 3.199 0.09
H -2.024 6.033 2.937 0.09
H -3.097 7.297 2.338 0.09
H -3.806 7.881 4.575 0.16
H -1.982 7.726 6.156 0.14
H -1.450 6.159 5.495 0.13
C 1.204 -6.455 -4.139 -0.02
C 0.310 -5.859 -5.196 -0.32
C -0.391 -4.576 -4.801 -0.10
O -1.604 -4.639 -5.556 0.06
C -1.876 -5.946 -5.805 -0.56
O -2.901 -6.349 -6.245 0.17
O -0.814 -6.716 -5.470 0.08
H 1.903 -5.703 -3.769 0.08
H 0.605 -6.828 -3.307 0.09
H 1.777 -7.291 -4.537 0.09
H 0.856 -5.722 -6.133 0.16
H 0.161 -3.676 -5.061 0.12
H -0.645 -4.560 -3.736 0.13
```

Calculated values
- LUMO energy: -0.1336 Ha
- Spin multiplicity: 1
- Net charge: +1
- Energy: -112146.292 eV

No. 2
Molecular formula: C51H76BN9O10
Method: DFT, the ωB97M-V functional and the def2-TZVPD basis

Geometry as XYZ:
```
147
Properties=species:S:1:pos:R:3:lowdin_charge:R:1
C 1.364 0.161 4.402 -0.10
C 0.521 0.849 5.446 -0.24
C 0.587 2.399 5.527 -0.19
C -0.174 2.947 4.332 -0.08
N 0.099 4.516 4.117 -0.18
C 1.595 4.841 3.741 -0.07
C 1.473 6.130 2.916 -0.14
C 0.192 5.990 2.059 -0.11
C -0.633 4.877 2.793 -0.08
C -0.286 5.392 5.300 -0.11
C -1.741 5.185 5.853 -0.20
C -2.023 6.300 6.850 -0.10
H 2.443 0.300 4.483 0.08
H 1.174 0.557 3.404 0.06
H 1.165 -0.892 4.202 0.08
H 0.883 0.527 6.422 0.11
H -0.532 0.568 5.451 0.11
H 1.618 2.748 5.580 0.11
H 0.169 2.730 6.477 0.11
H -1.245 2.829 4.495 0.13
H 0.146 2.449 3.417 0.12
H 2.112 4.960 4.693 0.12
H 2.125 4.062 3.194 0.14
H 1.495 7.015 3.552 0.11
H 2.343 6.162 2.260 0.12
H -0.482 6.818 1.840 0.12
H 0.386 5.561 1.076 0.12
H -1.683 5.028 3.044 0.12
H -0.603 3.985 2.167 0.12
H -0.011 6.407 5.014 0.13
H 0.469 5.240 6.071 0.13
H -1.831 4.201 6.313 0.11
H -2.489 5.233 5.061 0.11
H -1.262 6.451 7.615 0.08
H -2.925 6.040 7.404 0.08
H -2.169 7.254 6.342 0.08
O 0.667 -3.680 -1.741 0.10
C 0.503 -2.512 -1.323 -0.39
O 1.063 -1.458 -1.851 0.25
B 0.535 -0.252 -1.194 -0.84
O -0.433 -0.814 -0.222 0.23
C -0.454 -2.119 -0.298 -0.40
O -1.250 -2.896 0.247 0.11
O 1.579 0.609 -0.583 0.22
C 1.810 1.618 -1.395 -0.40
O 2.689 2.430 -1.223 0.13
C 0.633 1.641 -2.360 -0.39
O -0.134 0.603 -2.195 0.25
O 0.506 2.550 -3.180 0.11
N -3.646 4.720 -9.102 0.00
C -3.712 4.065 -10.287 -0.15
C -3.362 2.780 -10.016 -0.16
C -3.193 2.518 -8.654 -0.08
C -3.355 3.810 -8.113 -0.14
H -3.963 5.658 -8.898 0.15
H -3.902 4.576 -11.219 0.11
H -3.109 2.144 -10.851 0.09
H -2.710 1.705 -8.132 0.09
H -3.278 4.068 -7.068 0.10
N -1.015 -6.522 5.077 0.00
C -0.443 -6.875 6.243 -0.17
C -1.312 -6.687 7.282 -0.11
C -2.486 -6.125 6.689 -0.12
C -2.298 -6.085 5.330 -0.14
H -0.638 -6.669 4.151 0.15
H 0.599 -7.157 6.193 0.11
H -1.109 -6.895 8.322 0.09
H -3.394 -5.840 7.199 0.08
H -2.961 -5.950 4.488 0.10
N -4.702 -0.067 2.905 0.02
C -4.960 -0.116 4.301 -0.13
C -5.655 1.002 4.656 -0.13
C -5.609 1.858 3.543 -0.14
C -5.013 1.206 2.460 -0.13
H -4.182 -0.767 2.394 0.14
H -4.674 -1.005 4.844 0.10
H -5.944 1.300 5.653 0.09
H -6.053 2.842 3.522 0.08
H -4.798 1.628 1.489 0.10
N 5.024 -1.990 -4.869 0.01
C 5.403 -2.630 -3.664 -0.09
C 6.356 -1.807 -3.144 -0.16
C 6.743 -0.855 -4.035 -0.14
C 5.898 -0.967 -5.095 -0.16
H 4.233 -2.302 -5.414 0.14
H 4.856 -3.518 -3.382 0.10
H 6.774 -1.942 -2.157 0.09
H 7.520 -0.111 -3.953 0.10
H 5.798 -0.436 -6.030 0.10
N -3.656 -7.700 -0.871 0.02
C -4.540 -8.589 -0.280 -0.14
C -4.842 -9.562 -1.179 -0.15
C -4.029 -9.414 -2.253 -0.13
C -3.352 -8.208 -2.075 -0.15
H -3.299 -6.846 -0.466 0.15
H -4.913 -8.512 0.731 0.10
H -5.639 -10.285 -1.082 0.10
H -4.106 -9.865 -3.231 0.09
H -2.779 -7.599 -2.758 0.11
N 1.189 -1.852 -7.725 0.02
C 0.291 -2.207 -6.722 -0.12
C 0.240 -3.604 -6.612 -0.13
C 1.171 -4.120 -7.424 -0.14
C 1.749 -3.046 -8.106 -0.16
H 1.341 -0.953 -8.158 0.15
H -0.249 -1.418 -6.219 0.10
H -0.451 -4.173 -6.008 0.10
H 1.544 -5.124 -7.562 0.10
H 2.475 -3.018 -8.905 0.10
N 1.223 8.380 -3.839 -0.01
C 0.054 9.121 -3.911 -0.10
C 0.248 10.252 -3.058 -0.10
C 1.554 10.158 -2.617 -0.16
C 2.111 8.988 -3.029 -0.16
H 1.420 7.558 -4.391 0.15
H -0.653 8.818 -4.669 0.10
H -0.499 10.986 -2.796 0.09
H 2.059 10.800 -1.911 0.09
H 3.127 8.623 -2.982 0.11
N 8.190 2.883 1.802 0.00
C 9.137 2.889 2.783 -0.17
C 9.021 1.802 3.610 -0.13
C 8.090 0.974 3.013 -0.12
C 7.513 1.657 1.904 -0.10
H 8.006 3.691 1.225 0.14
H 9.757 3.761 2.930 0.10
H 9.583 1.630 4.516 0.09
H 7.769 -0.019 3.293 0.09
H 6.627 1.493 1.308 0.10
C -5.148 -0.722 -3.113 -0.06
C -4.969 -2.278 -3.267 -0.30
O -5.922 -2.823 -4.190 -0.10
H -4.878 -0.163 -4.008 0.07
H -4.435 -0.417 -2.347 0.06
H -6.190 -0.561 -2.835 0.07
H -5.093 -2.810 -2.323 0.10
H -3.989 -2.573 -3.643 0.10
H -5.845 -3.780 -4.193 0.07
C 2.120 -10.248 2.415 -0.08
C 1.435 -9.468 1.248 -0.32
O 1.737 -8.140 1.466 -0.09
H 3.209 -10.215 2.414 0.07
H 1.875 -11.305 2.305 0.06
H 1.814 -10.003 3.432 0.06
H 0.357 -9.567 1.120 0.11
H 2.014 -9.714 0.358 0.11
H 1.716 -7.666 0.632 0.09
```

Calculated values
- LUMO energy: -0.0212 Ha
- Spin multiplicity: 1
- Net charge: 0
- ΔE to the lowest compared entry with this formula, charge and spin: 537.6 kJ/mol
- Energy: -88679.674 eV